A cluster of 15 separate species, C63H153N3O15 in total at a distorted geometry. Source: the Open Molecules 2025 dataset; level of theory: ωB97M-V with the def2-TZVPD basis set.

electronic energy = -3784.8051 hartree
relative energy (zero: lowest compared OMol25 entry of this formula, charge and spin) = 0.0 kJ/mol
max |F| = 3.9 eV/A
charge = 0

Last column: Löwdin charge in e.
Geometry (Å):
C  4.971  -1.079  1.464  -0.061
C  5.350  -2.388  2.111  -0.430
C  4.228  -3.431  2.074  -0.065
O  6.559  -2.977  1.465  -0.064
H  5.816  -0.457  1.248  0.066
H  4.242  -0.567  2.155  0.086
H  4.348  -1.179  0.587  0.062
H  5.637  -2.116  3.127  0.129
H  3.295  -3.082  2.678  0.100
H  4.565  -4.418  2.516  0.093
H  3.909  -3.707  1.079  0.065
H  6.459  -3.349  0.606  0.058
C  0.506  -7.514  4.249  -0.046
C  1.080  -6.276  3.522  -0.471
C  1.112  -6.293  2.045  -0.076
O  0.454  -5.043  3.980  -0.111
H  -0.536  -7.743  3.894  0.077
H  0.442  -7.207  5.311  0.082
H  1.063  -8.487  4.116  0.094
H  2.111  -6.240  3.855  0.129
H  0.307  -6.816  1.391  0.111
H  1.954  -6.861  1.707  0.064
H  1.226  -5.282  1.532  0.081
H  -0.421  -5.099  3.497  0.078
C  1.653  3.842  4.259  -0.051
C  0.972  3.498  5.557  -0.535
C  -0.540  3.445  5.443  -0.077
O  1.409  2.302  6.151  -0.087
H  1.268  4.750  3.785  0.070
H  1.471  2.928  3.578  0.100
H  2.721  3.857  4.364  0.062
H  1.185  4.257  6.378  0.152
H  -0.872  2.877  4.543  0.072
H  -1.064  4.455  5.284  0.097
H  -0.922  2.963  6.342  0.071
H  1.582  1.588  5.452  0.070
C  -1.021  1.815  -5.983  -0.076
C  -2.291  1.305  -5.421  -0.518
C  -3.462  2.148  -6.000  -0.039
O  -2.249  -0.075  -5.746  -0.067
H  -1.047  1.656  -7.065  0.090
H  -0.165  1.400  -5.457  0.069
H  -0.879  2.911  -5.873  0.079
H  -2.275  1.312  -4.338  0.107
H  -4.383  1.680  -5.526  0.085
H  -3.519  1.955  -7.118  0.098
H  -3.348  3.211  -5.757  0.069
H  -2.958  -0.455  -5.215  0.035
C  -4.643  -5.045  2.654  -0.040
C  -3.491  -5.304  3.578  -0.482
C  -3.710  -6.508  4.420  -0.043
O  -2.249  -5.372  2.835  -0.074
H  -4.474  -4.152  2.083  0.061
H  -5.611  -4.970  3.269  0.127
H  -4.662  -5.851  1.988  0.066
H  -3.358  -4.433  4.185  0.122
H  -2.886  -6.786  5.090  0.090
H  -3.907  -7.302  3.808  0.054
H  -4.550  -6.275  5.073  0.093
H  -2.344  -5.313  1.874  0.088
C  0.246  -1.400  -7.686  -0.055
C  0.647  -2.371  -6.615  -0.452
C  2.148  -2.511  -6.547  -0.053
O  0.126  -1.865  -5.342  -0.086
H  -0.781  -1.418  -8.032  0.083
H  0.855  -1.610  -8.569  0.080
H  0.558  -0.373  -7.368  0.098
H  0.226  -3.382  -6.670  0.136
H  2.592  -2.904  -7.482  0.098
H  2.464  -3.101  -5.717  0.050
H  2.490  -1.527  -6.205  0.092
H  -0.497  -1.179  -5.560  0.035
C  4.163  1.071  4.947  -0.028
C  3.368  -0.240  4.946  -0.438
C  3.408  -0.908  6.319  -0.041
O  2.014  0.006  4.581  -0.089
H  4.034  1.574  4.027  0.048
H  5.222  0.875  5.115  0.092
H  3.787  1.672  5.714  0.054
H  3.786  -0.926  4.240  0.096
H  2.862  -0.495  7.147  0.076
H  4.433  -0.874  6.713  0.083
H  3.133  -1.936  6.357  0.061
H  1.559  -0.816  4.371  0.039
C  -4.643  2.294  -1.768  -0.031
C  -3.538  1.755  -0.923  -0.475
C  -3.699  2.072  0.533  -0.040
O  -3.485  0.295  -1.095  -0.068
H  -4.340  2.055  -2.780  0.068
H  -4.662  3.354  -1.510  0.087
H  -5.600  1.724  -1.598  0.108
H  -2.562  2.161  -1.290  0.101
H  -2.856  1.628  1.116  0.087
H  -4.610  1.693  0.993  0.073
H  -3.584  3.133  0.633  0.053
H  -2.721  -0.009  -0.656  0.024
C  -0.735  -3.063  6.213  -0.040
C  -0.721  -1.974  5.135  -0.401
C  -0.676  -0.521  5.793  -0.023
O  0.418  -2.174  4.217  -0.111
H  -0.412  -4.032  5.803  0.059
H  -1.746  -3.189  6.572  0.074
H  0.007  -2.679  6.963  0.103
H  -1.563  -1.989  4.491  0.099
H  0.348  -0.291  6.166  0.073
H  -1.417  -0.646  6.592  0.079
H  -1.062  0.226  5.080  0.075
H  0.449  -3.132  4.105  0.039
C  -4.189  -3.472  -3.357  -0.032
C  -4.908  -2.300  -4.083  -0.363
C  -6.250  -2.033  -3.395  -0.051
O  -4.155  -0.984  -4.090  -0.087
H  -4.815  -4.333  -3.650  0.087
H  -4.160  -3.275  -2.322  0.054
H  -3.127  -3.703  -3.586  0.073
H  -4.975  -2.342  -5.144  0.124
H  -6.113  -1.745  -2.338  0.080
H  -6.893  -2.943  -3.452  0.092
H  -6.820  -1.291  -3.891  0.061
H  -3.895  -0.858  -3.192  0.047
C  1.294  -5.453  -4.050  -0.039
C  0.256  -4.659  -3.235  -0.416
C  0.267  -5.193  -1.794  -0.069
O  0.698  -3.279  -3.104  -0.123
H  1.389  -5.123  -5.039  0.036
H  0.964  -6.500  -4.090  0.087
H  2.274  -5.364  -3.614  0.082
H  -0.813  -4.610  -3.544  0.141
H  1.307  -5.137  -1.415  0.084
H  -0.132  -6.247  -1.733  0.101
H  -0.202  -4.541  -1.047  0.045
H  0.381  -2.753  -3.873  0.054
C  -5.057  -0.772  2.335  -0.072
C  -5.947  -1.301  1.256  -0.519
C  -7.301  -1.460  1.833  -0.068
O  -6.039  -0.334  0.200  -0.075
H  -4.921  -1.507  3.172  0.093
H  -5.454  0.182  2.642  0.083
H  -3.995  -0.627  2.035  0.062
H  -5.557  -2.210  0.818  0.125
H  -7.714  -0.481  2.131  0.096
H  -7.206  -1.978  2.790  0.076
H  -8.019  -2.002  1.195  0.090
H  -5.143  -0.175  -0.170  0.044
C  3.429  2.541  0.576  -0.008
C  4.644  3.448  0.116  -0.454
C  5.921  2.593  0.064  -0.145
C  6.050  1.686  -1.128  -0.182
C  5.796  2.383  -2.454  -0.128
C  4.454  3.178  -2.472  -0.513
N  4.560  4.042  -1.276  -0.061
O  3.455  4.921  -1.256  -0.053
C  4.552  4.040  -3.777  -0.039
C  3.276  2.236  -2.538  -0.030
C  4.753  4.562  1.155  -0.028
H  3.465  2.435  1.663  0.082
H  3.456  1.591  0.097  0.037
H  2.491  2.938  0.255  0.052
H  6.710  3.335  0.169  0.120
H  5.879  1.905  0.954  0.123
H  5.329  0.867  -0.970  0.098
H  7.046  1.238  -1.103  0.118
H  5.722  1.722  -3.354  0.134
H  6.515  3.169  -2.608  0.110
H  4.777  3.331  -4.564  0.072
H  3.709  4.625  -4.195  0.073
H  5.347  4.860  -3.715  0.108
H  3.301  1.768  -3.522  0.097
H  3.480  1.501  -1.731  0.055
H  2.336  2.797  -2.342  0.080
H  5.204  4.106  2.084  0.110
H  3.820  5.017  1.334  0.052
H  5.416  5.336  0.783  0.085
H  3.709  5.595  -1.901  0.117
C  0.934  -2.495  0.984  0.006
C  -0.355  -1.650  0.793  -0.487
C  -0.306  -0.367  1.579  -0.129
C  0.584  0.720  1.025  -0.191
C  0.291  1.036  -0.343  -0.172
C  0.269  -0.162  -1.274  -0.441
N  -0.706  -1.070  -0.557  -0.024
O  -0.996  -2.183  -1.469  -0.069
C  -0.310  0.257  -2.593  -0.026
C  1.752  -0.723  -1.532  0.023
C  -1.527  -2.431  1.204  -0.033
H  1.757  -1.817  1.114  0.058
H  1.165  -3.114  0.161  0.054
H  0.891  -3.108  1.875  0.058
H  -1.298  0.003  1.776  0.107
H  0.053  -0.716  2.539  0.097
H  1.641  0.338  1.084  0.112
H  0.473  1.571  1.662  0.107
H  0.963  1.815  -0.743  0.098
H  -0.754  1.522  -0.309  0.136
H  -0.483  -0.676  -3.197  0.090
H  -1.318  0.685  -2.478  0.066
H  0.381  0.976  -3.069  0.094
H  2.239  -0.561  -0.585  0.036
H  1.803  -1.781  -1.759  0.059
H  2.314  -0.194  -2.333  0.077
H  -1.542  -2.596  2.242  0.056
H  -1.545  -3.420  0.685  0.092
H  -2.455  -1.831  0.983  0.097
H  -0.171  -2.684  -1.622  0.027
C  -1.524  4.239  -2.604  -0.025
C  -0.607  5.461  -2.463  -0.487
C  -1.393  6.724  -2.608  -0.146
C  -2.136  7.252  -1.378  -0.164
C  -1.154  7.346  -0.226  -0.134
C  -0.525  5.968  0.088  -0.500
N  0.159  5.583  -1.140  -0.034
O  0.831  4.297  -0.884  -0.088
C  0.616  6.162  1.138  -0.022
C  -1.497  4.948  0.676  -0.024
C  0.504  5.371  -3.557  -0.017
H  -0.956  3.322  -2.455  0.068
H  -1.986  4.221  -3.601  0.082
H  -2.422  4.132  -1.951  0.065
H  -0.595  7.421  -2.798  0.105
H  -1.959  6.601  -3.531  0.126
H  -3.002  6.645  -1.168  0.098
H  -2.567  8.258  -1.450  0.114
H  -1.657  7.841  0.587  0.117
H  -0.340  7.950  -0.536  0.109
H  1.485  6.642  0.769  0.069
H  0.158  6.808  1.939  0.105
H  0.915  5.222  1.511  0.039
H  -1.849  5.245  1.646  0.083
H  -2.429  4.772  0.133  0.050
H  -0.977  3.970  0.719  0.088
H  1.052  6.334  -3.558  0.092
H  0.086  5.155  -4.552  0.080
H  1.130  4.491  -3.317  0.065
H  1.770  4.555  -0.988  0.039

A cluster of 2 separate species, C2H7O2P2S in total at a distorted geometry. Source: the Open Molecules 2025 dataset; level of theory: ωB97M-V with the def2-TZVPD basis set.

electronic energy = -1311.7996 hartree
relative energy (zero: lowest compared OMol25 entry of this formula, charge and spin) = 188.1 kJ/mol
max |F| = 2.6 eV/A
charge = -1

Last column: natural (NBO) charge in e.
Geometry (Å):
C  -1.102  1.157  -0.393  -0.642
C  0.252  0.903  0.250  -0.682
O  1.525  -0.044  -1.949  -1.130
O  -0.310  -1.791  -0.259  -0.935
P  3.198  -0.986  0.545  -0.490
P  1.656  0.114  -0.492  1.423
S  1.485  2.197  0.067  -0.286
H  -1.125  1.994  -1.048  0.213
H  -1.775  1.226  0.430  0.193
H  -1.128  0.183  -0.796  0.256
H  0.093  0.652  1.274  0.213
H  -0.099  -2.326  -1.013  0.466
H  2.513  -0.914  1.676  -0.050
H  0.589  -1.499  -0.134  0.452

The records above yield LUMO values of 0.45; 3.55 eV, respectively.
The records above yield HOMO-LUMO gap values of 8.933; 6.842 eV, respectively.